This record from the OMol25 dataset describes an isolated molecule of C3H4N2 at a distorted geometry. The level of theory is ωB97M-V/def2-TZVPD.

```
9
Properties=species:S:1:pos:R:3:mulliken_charge:R:1
N 0.7528 0.6159 -1.0452 -0.537
C 0.9777 0.0161 0.0825 0.081
C -0.1223 -0.4496 0.8369 -1.029
C -1.2840 -0.1363 0.1319 0.520
N -1.4663 0.4617 -0.9648 -0.329
H 1.6023 0.9258 -1.5299 0.235
H 1.9922 -0.1455 0.4683 0.359
H -0.0710 -0.9553 1.7885 0.330
H -2.3813 -0.3326 0.2317 0.370
```

For the LUMO energy (spin up / spin down), the calculation gives -0.027 / -0.027 hartree. The HOMO energy (spin up / spin down) is -8.3 / -8.3 eV. Its total charge is 0.

This record from the OMol25 dataset describes an isolated molecule of C6H10O. The level of theory is ωB97M-V/def2-TZVPD.

```
17
Properties=species:S:1:pos:R:3:mulliken_charge:R:1
C 1.7569 1.6322 -0.3908 -0.692
C 1.8405 0.3164 -0.1911 -0.194
C 0.9146 -0.4269 0.7735 -0.733
C -0.3513 -0.7694 -0.0833 0.215
C -1.8749 -1.0880 0.4176 -1.206
C -0.9277 0.4698 -0.6484 -0.190
O -1.0322 1.4919 -0.0122 -0.539
H 2.2708 2.1430 -1.2016 0.262
H 1.0828 2.2327 0.2107 0.297
H 2.4993 -0.2733 -0.8338 0.279
H 0.6465 0.2393 1.5954 0.322
H 1.4443 -1.2939 1.2019 0.367
H -0.0285 -1.5151 -0.8256 0.334
H -2.6402 -0.2987 0.2252 0.354
H -1.8724 -1.1878 1.4989 0.355
H -2.2614 -1.9392 -0.1426 0.333
H -1.4671 0.2670 -1.5938 0.437
```

For the LUMO energy, the calculation gives 0.038 hartree. As for the structure (SMILES): C=CC[C@@H](C)C=O. The HOMO energy is -9.4 eV. Its total charge is 0.

This record from the OMol25 dataset describes a structure of composition C21H43B3FIO39S9 at a distorted geometry. The level of theory is ωB97M-V/def2-TZVPD.

```
117
Properties=species:S:1:pos:R:3:mulliken_charge:R:1
F 5.4470 3.1423 0.5396 -0.335
C 4.3531 2.8551 -0.4326 -0.190
C 3.0511 3.8908 -0.2602 -0.366
C 1.7689 3.0729 0.3519 0.217
B 0.3389 3.8835 0.3119 0.264
O -0.3376 4.4014 -0.9079 -0.582
B -1.7542 3.8907 -0.9103 0.273
O -2.5506 3.6741 0.3316 -0.213
B -1.6252 3.2346 1.4106 0.375
I -1.8684 1.4527 2.6681 0.090
O -0.4091 4.1024 1.5996 -0.176
H 3.9632 1.7612 -0.1578 0.148
H 4.7146 2.8049 -1.5533 0.214
H 3.3758 4.7754 0.4728 0.312
H 2.7455 4.3133 -1.3208 0.394
H 2.0367 2.8273 1.4871 -0.081
H 1.6181 2.0337 -0.2050 -0.015
H -2.2233 3.6348 -1.9821 -0.119
C -2.6183 -3.3226 1.8612 -0.403
C -3.8494 -3.2808 2.7625 -0.301
O -3.3448 -3.4089 4.0898 -0.334
S -1.8723 -2.7115 4.1663 0.954
O -2.0332 -1.3742 4.6924 -0.490
O -0.9418 -3.6681 4.7191 -0.560
O -1.6084 -2.5982 2.5615 -0.176
H -2.2663 -4.3499 1.7223 0.266
H -2.8059 -2.8680 0.8847 0.387
H -4.5563 -4.0835 2.5396 0.322
H -4.3603 -2.3150 2.6872 0.286
C 1.4194 -3.0022 -0.3935 -0.443
C -0.0343 -2.6185 -0.6565 0.855
O -0.0111 -1.2142 -0.9020 -0.179
S 1.4009 -0.8251 -1.6199 0.914
O 1.1770 -0.7535 -3.0467 -0.595
O 2.0185 0.2407 -0.8655 -0.382
O 2.1913 -2.2143 -1.2983 -0.353
H 1.7179 -2.7398 0.6266 0.331
H 1.6025 -4.0666 -0.5629 0.347
H -0.6861 -2.8514 0.1889 -0.623
H -0.4156 -3.1123 -1.5566 0.046
C 0.0445 -6.2947 -4.9601 -0.067
C -0.0509 -4.7868 -4.7436 -0.301
O -1.2789 -4.5868 -4.0472 -0.308
S -1.5636 -5.8788 -3.0933 1.139
O -1.1160 -5.5596 -1.7558 -0.541
O -2.8883 -6.3770 -3.3822 -0.505
O -0.4722 -6.8844 -3.7683 -0.323
H -0.5842 -6.6131 -5.7979 0.035
H 1.0730 -6.6227 -5.1330 0.328
H -0.0455 -4.2299 -5.6836 0.356
H 0.7624 -4.4283 -4.1038 0.218
C -6.2519 -5.0933 -4.5644 0.074
C -7.6921 -4.5969 -4.6606 -0.389
O -8.0024 -4.0980 -3.3615 -0.314
S -6.6465 -3.4884 -2.6903 1.074
O -6.6451 -2.0572 -2.8965 -0.538
O -6.4657 -4.0969 -1.3928 -0.544
O -5.5796 -4.1529 -3.7285 -0.208
H -6.2046 -6.0741 -4.0803 0.240
H -5.7678 -5.1479 -5.5432 -0.076
H -8.3878 -5.3897 -4.9455 0.315
H -7.7762 -3.7669 -5.3701 0.342
C 2.7266 3.6914 6.1997 -0.342
C 2.4706 2.2015 5.9896 -0.354
O 2.8230 1.9502 4.6311 -0.282
S 4.0371 2.9524 4.2045 1.069
O 5.2839 2.2313 4.3333 -0.587
O 3.6519 3.6498 2.9997 -0.411
O 3.9130 3.9820 5.4625 -0.199
H 1.9119 4.2937 5.7849 0.236
H 2.8625 3.9422 7.2551 0.316
H 1.4292 1.9276 6.1748 0.360
H 3.1246 1.5957 6.6257 0.275
C 7.7879 5.0953 -1.2364 -0.260
C 6.3342 5.4790 -1.4994 0.131
O 6.3574 6.8833 -1.7449 -0.345
S 7.7694 7.2724 -2.4628 1.095
O 7.5455 7.3440 -3.8896 -0.551
O 8.3871 8.3382 -1.7084 -0.534
O 8.5598 5.8832 -2.1412 -0.339
H 8.0864 5.3577 -0.2163 0.351
H 7.9711 4.0309 -1.4058 0.277
H 5.6824 5.2461 -0.6540 -0.062
H 5.9529 4.9851 -2.3995 0.210
C -7.3202 3.8017 2.8302 -0.377
C -6.1721 4.4897 3.5638 -0.353
O -5.0149 3.7163 3.2546 -0.230
S -5.1780 3.0950 1.7554 1.012
O -4.4671 3.9514 0.8322 -0.472
O -4.9671 1.6678 1.8267 -0.452
O -6.7747 3.3758 1.5828 -0.310
H -7.6600 2.9144 3.3741 0.281
H -8.1670 4.4736 2.6666 0.311
H -6.3322 4.5292 4.6439 0.306
H -6.0122 5.5038 3.1825 0.278
C -4.2555 -6.9433 -9.6158 -0.402
C -5.4866 -6.9014 -8.7144 -0.320
O -4.9819 -7.0295 -7.3872 -0.316
S -3.5094 -6.3321 -7.3106 1.337
O -3.6704 -4.9948 -6.7845 -0.565
O -2.5790 -7.2887 -6.7578 -0.614
O -3.2455 -6.2189 -8.9154 -0.344
H -3.9034 -7.9706 -9.7547 0.302
H -4.4431 -6.4886 -10.5922 0.307
H -6.1935 -7.7041 -8.9374 0.326
H -5.9974 -5.9357 -8.7897 0.280
C 7.8407 4.7434 8.4363 -0.336
C 7.4949 3.4705 9.2043 -0.375
O 6.4488 2.8555 8.4557 -0.345
S 6.6623 3.1900 6.8736 1.050
O 7.3351 2.0658 6.2615 -0.603
O 5.4360 3.7506 6.3556 -0.349
O 7.7467 4.3935 7.0565 -0.363
H 7.1119 5.5352 8.6373 0.266
H 8.8451 5.1065 8.6700 0.314
H 7.1680 3.6764 10.2263 0.309
H 8.3449 2.7804 9.2265 0.308
```

For the LUMO energy, the calculation gives -0.002 hartree. The HOMO energy is -9.1 eV. Its total charge is 0.

Summary of electronic energy in hartree
-226.0811; -309.7731; -7815.9448
(order as listed above)